ORCA calculation (ωB97M-V/def2-TZVPD) on a molecular structure, C2H3LiOP.

Summary:
LUMO level, eV: 2.87
Charge: -1
HOMO-LUMO gap, eV: 4.48

Each line ends with the Mulliken charge.
Element x y z (Å)
P 0.837390 0.883290 -0.647395  -0.461
O -0.876247 -0.923866 0.639892  -0.909
C -1.043649 0.201711 -0.050190  -0.072
H -1.571004 0.950574 0.568633  0.276
C -1.010605 0.528602 -1.461214  -0.577
H -1.575300 1.404459 -1.799073  0.209
H -1.056055 -0.306795 -2.167904  0.152
Li 0.742753 -1.417018 0.065070  0.382

Forces on atoms 1 to 6 (eV/Å):
P -1.01 0.44 -0.98
O -0.81 -1.55 -1.01
C 0.83 1.35 2.01
H 0.19 0.19 -0.34
C 0.80 -1.03 -0.19
H 0.29 -0.16 0.25



ORCA calculation (ωB97M-V/def2-TZVPD) on a single C2H3N molecule.

Summary:
SMILES: CC#N
LUMO level, eV: 0.77
HOMO-LUMO gap, eV: 12.32
Energy relative to the best compared isomer or geometry (same formula, charge and spin), eV: 0.290

Each line ends with the Mulliken charge.
Element x y z (Å)
C -0.236294 -0.357625 -0.214378  -0.727
C 0.265000 0.845603 0.296929  0.327
N 0.813253 1.753780 0.722620  -0.347
H -0.000167 -0.491129 -1.286854  0.251
H 0.408547 -1.125350 0.381577  0.222
H -1.250339 -0.625280 0.100106  0.273

Cartesian forces, eV/Å:
C 0.92 -3.55 0.63
C 0.43 1.53 0.33
N 0.09 0.63 0.23
H -0.49 0.08 0.60
H -1.00 0.85 -1.28
H 0.05 0.46 -0.52



ORCA calculation (ωB97M-V/def2-TZVPD) on a gas-phase ion, C2H3N2O (charge +1).

Summary:
SMILES: [H]/N=C\C=[N+]=O
LUMO level (alpha / beta), eV: -8.19 / -8.19
Charge: +1
HOMO-LUMO gap (alpha / beta), eV: 8.33 / 8.33
Energy relative to the best compared isomer or geometry (same formula, charge and spin), eV: 4.984

Each line ends with the Mulliken charge.
Element x y z (Å)
H -0.025499 -1.922288 0.277501  0.292
N -0.820995 -1.343436 0.013452  -0.302
C -0.872429 -0.170935 -0.089274  0.159
C 0.278922 0.983093 0.003670  -0.104
N 1.381484 0.491491 -0.001964  0.545
O 2.022849 -0.458162 -0.059691  -0.307
H -1.816218 0.388848 -0.292343  0.346
H -0.148115 2.031392 0.148646  0.371

Forces on atoms 1 to 6 (eV/Å):
H 0.16 -0.21 -0.19
N 0.98 -3.17 0.64
C -1.81 3.76 -0.73
C -2.27 2.85 0.55
N -0.25 -1.23 -0.08
O 1.25 -0.25 0.05



ORCA calculation (ωB97M-V/def2-TZVPD) on 2 unconnected molecules or ions with the total composition C2H3N2O2.

Summary:
LUMO level (alpha / beta), eV: 3.83 / 3.83
Charge: -1
HOMO-LUMO gap (alpha / beta), eV: 4.80 / 4.80
Energy relative to the best compared isomer or geometry (same formula, charge and spin), eV: 1.320

Each line ends with the Mulliken charge.
Element x y z (Å)
C -0.692094 0.241874 -1.959294  0.607
C 0.489554 -0.451572 0.945278  -1.349
N -0.601099 1.496220 1.474842  -0.746
N -0.438358 0.636664 0.605871  0.137
O -1.127000 -0.822893 -1.806322  -0.328
O -0.149265 1.076928 -2.562148  -0.380
H 1.510324 -0.181609 0.610769  0.220
H 0.269661 -1.466397 0.610477  0.348
H 0.738277 -0.529214 2.080528  0.491

Forces on atoms 1 to 6 (eV/Å):
C 0.83 -0.61 -0.37
C 2.41 -0.85 2.38
N -0.11 -0.97 -1.27
N -0.36 1.60 0.79
O -1.07 -1.10 0.66
O 0.19 1.56 0.18



ORCA calculation (ωB97M-V/def2-TZVPD) on 2 unconnected molecules or ions with the total composition C2H3N2O2.

Summary:
LUMO level (alpha / beta), eV: 4.45 / 4.55
Charge: -1
HOMO-LUMO gap (alpha / beta), eV: 6.08 / 6.17
Energy relative to the best compared isomer or geometry (same formula, charge and spin), eV: 6.880

Each line ends with the Mulliken charge.
Element x y z (Å)
C -0.114188 0.937384 -0.532595  -0.493
C -0.197081 -0.222386 0.362158  -0.107
N 0.680977 -1.958251 -0.445239  -0.170
N 0.521282 0.809372 0.706543  0.223
O 1.024179 1.544615 1.595777  -0.838
O -0.105000 -2.913140 -0.386701  -0.377
H 0.457116 0.746647 -1.475477  0.218
H -1.042690 1.549387 -0.520389  0.235
H -1.224596 -0.493627 0.695924  0.308

Forces on atoms 1 to 6 (eV/Å):
C -0.04 0.25 -1.87
C -0.77 -0.28 0.80
N -1.88 -1.06 0.57
N -0.53 -1.93 -1.47
O 0.84 1.21 1.94
O 1.36 1.78 -0.12



ORCA calculation (ωB97M-V/def2-TZVPD) on a gas-phase ion, C2H3N2O2 (charge +1).

Summary:
SMILES: O=C/C=[NH+]\N=O
LUMO level, eV: -7.79
Charge: +1
HOMO-LUMO gap, eV: 8.14
Energy relative to the best compared isomer or geometry (same formula, charge and spin), eV: 5.680

Each line ends with the Mulliken charge.
Element x y z (Å)
O 0.378145 1.955014 -0.386054  -0.291
C -0.304955 1.197889 0.230666  -0.125
C -0.679241 -0.118471 -0.166305  0.236
N 0.071513 -1.189017 -0.287937  0.046
N 1.480979 -1.047224 -0.226651  0.176
O 1.913835 -0.201452 0.456682  -0.171
H -0.866983 1.600888 1.337148  0.322
H -1.694208 -0.068476 -0.339662  0.468
H -0.299087 -2.129147 -0.617883  0.337

Forces on atoms 1 to 6 (eV/Å):
O -0.31 -0.37 -0.29
C 0.46 4.10 3.77
C 1.83 -2.87 -0.17
N -3.89 1.51 0.36
N 3.94 -0.47 -0.15
O -1.47 -0.78 -0.37



Question: Which formula does entry 5 have?
Answer: C2H3N2O2